No. 1
The molecule C4H7BOS. Source: the Open Molecules 2025 dataset; level of theory: the ωB97M-V functional and the def2-TZVPD basis.

Output
Relative energy (zero: lowest compared OMol25 entry of this formula, charge and spin): 9.08 kJ/mol
Calculated total energy: -17821.222 eV
HOMO level: -8.9970 eV
Structure (SMILES): CCB1OC=CS1
E_LUMO: 0.67 eV

Each line ends with the natural charge from an NBO analysis.
Positions of all 14 atoms, in Å:
C  -1.7805  0.2334  0.4183  -0.558
C  -0.3467  -0.1872  0.9577  -0.742
B  0.7230  -0.1522  -0.1464  0.612
O  0.9973  -1.2305  -0.8889  -0.624
C  1.9721  -1.0107  -1.8437  0.110
C  2.4158  0.2397  -1.9495  -0.443
S  1.5775  1.2200  -0.7635  0.132
H  -2.0021  -0.2786  -0.4213  0.196
H  -2.4680  -0.0655  1.1789  0.195
H  -1.9322  1.2279  0.3069  0.195
H  -0.1060  0.4735  1.7820  0.232
H  -0.7736  -1.2433  1.2091  0.242
H  2.3265  -1.9699  -2.4169  0.213
H  3.1646  0.6349  -2.5579  0.240

***

No. 2
A structure of composition C28H30BrF4N2OPSSc. Source: the Open Molecules 2025 dataset; level of theory: the ωB97M-V functional and the def2-TZVPD basis.

Output
Calculated total energy: -156259.574 eV
HOMO level: -16.6547 eV
Charge: +3
E_LUMO: -10.83 eV

Each line ends with the natural charge from an NBO analysis.
Positions of all 69 atoms, in Å:
Sc  -1.0658  -0.0121  0.3580  2.018
F  3.8581  -1.0607  5.9463  -0.224
C  3.4227  -0.9683  4.7043  0.333
C  4.3453  -0.7622  3.6684  0.316
F  5.6679  -0.6757  3.9818  -0.239
C  3.8968  -0.7015  2.3683  0.420
F  4.8493  -0.5530  1.3838  -0.290
C  2.5587  -0.8180  2.0100  -0.481
P  1.8213  -0.8699  0.3598  0.792
C  2.5165  -2.3959  -0.3324  -0.433
C  3.7956  -2.3799  -0.8835  -0.110
C  4.3642  -3.5580  -1.3902  -0.209
C  3.6745  -4.7329  -1.4364  -0.127
C  2.3957  -4.7762  -0.8488  -0.189
C  1.8306  -3.6250  -0.3189  -0.182
C  2.6832  0.4377  -0.5129  -0.451
C  2.8795  0.3866  -1.9106  -0.202
C  3.6564  1.3365  -2.5751  -0.199
C  4.3462  2.2894  -1.8421  -0.154
C  4.0842  2.4239  -0.4934  -0.221
C  3.2742  1.5158  0.1853  -0.138
C  1.6506  -0.9717  3.0636  -0.059
Br  -0.3206  -0.7737  2.7719  0.079
C  2.0752  -1.0836  4.3942  0.361
F  1.1783  -1.3687  5.3867  -0.275
H  4.3816  -1.4993  -0.9616  0.221
H  5.3660  -3.4913  -1.7803  0.245
H  3.9758  -5.5964  -2.0199  0.253
H  1.8202  -5.6709  -0.8792  0.241
H  0.8207  -3.6646  0.1445  0.203
H  2.4215  -0.4308  -2.5190  0.236
H  3.6585  1.3174  -3.6663  0.249
H  5.0342  2.9658  -2.3353  0.254
H  4.5582  3.2581  0.0355  0.250
H  3.1130  1.6389  1.2479  0.209
O  -1.5652  1.6009  -0.5791  -1.067
S  -0.3071  2.4123  -1.3534  1.159
C  -1.1562  3.1355  -2.7877  -0.566
C  -1.7049  4.4844  -2.3908  -0.439
C  -1.5768  4.7603  -0.8625  -0.418
C  -0.4269  3.9131  -0.3306  -0.545
H  -1.9359  2.4353  -3.0829  0.280
H  -0.4963  3.2092  -3.6443  0.293
H  -2.7986  4.5747  -2.6749  0.270
H  -1.2000  5.3014  -2.9390  0.259
H  -2.5321  4.5283  -0.3737  0.237
H  -1.3506  5.8065  -0.7212  0.274
H  -0.5183  3.6053  0.7296  0.270
H  0.5106  4.4579  -0.4600  0.277
C  -4.0175  -0.6972  1.7863  -0.245
C  -5.4044  -1.3013  1.6551  -0.273
N  -5.8010  -1.4549  0.2038  -0.341
C  -4.8292  -2.3562  -0.4262  -0.256
C  -3.3429  -1.8148  -0.3574  -0.298
N  -3.3104  -0.4994  0.4298  -0.606
C  -4.2325  0.4557  -0.3505  -0.240
C  -5.6559  -0.1036  -0.4888  -0.275
H  -3.3696  -1.2655  2.4825  0.220
H  -4.0600  0.3365  2.1774  0.220
H  -6.0902  -0.6530  2.1899  0.242
H  -5.4894  -2.2638  2.1119  0.238
H  -5.0946  -2.5370  -1.4569  0.239
H  -4.9212  -3.3578  0.0651  0.243
H  -2.9223  -1.6893  -1.3579  0.222
H  -2.6966  -2.5135  0.2246  0.216
H  -3.8083  0.6000  -1.3394  0.211
H  -4.2004  1.3971  0.2048  0.220
H  -5.9208  -0.2236  -1.5639  0.237
H  -6.3630  0.5864  -0.0235  0.240

***

No. 3
The molecule C3H8NOP. Source: the Open Molecules 2025 dataset; level of theory: the ωB97M-V functional and the def2-TZVPD basis.

Output
Relative energy (zero: lowest compared OMol25 entry of this formula, charge and spin): 148.48 kJ/mol
Calculated total energy: -16065.515 eV
HOMO level: -8.9943 eV
Structure (SMILES): C=CCOPN
E_LUMO: 1.03 eV

Each line ends with the natural charge from an NBO analysis.
Positions of all 14 atoms, in Å:
C  -2.8846  -0.8331  -0.0033  -0.428
C  -1.5652  -0.5386  0.3159  -0.185
C  -0.4931  0.0202  -0.6458  -0.099
O  0.7138  -0.0865  0.0073  -0.836
P  2.2097  -0.4025  -0.6541  1.034
N  3.0895  0.2758  0.5816  -1.133
H  -3.6087  -1.2050  0.7169  0.218
H  -3.0911  -0.5969  -1.1475  0.192
H  -1.2604  -0.7537  1.3644  0.203
H  -0.4312  -0.6839  -1.4986  0.185
H  -0.7553  1.0005  -0.7802  0.187
H  2.0824  -1.8048  -0.2702  -0.105
H  2.5364  0.2164  1.4178  0.386
H  3.2396  1.2141  0.3124  0.381

***

No. 4
A structure of composition C4H6N2O. Source: the Open Molecules 2025 dataset; level of theory: the ωB97M-V functional and the def2-TZVPD basis.

Output
Relative energy (zero: lowest compared OMol25 entry of this formula, charge and spin): 238.43 kJ/mol
Calculated total energy: -9271.031 eV
HOMO level: -7.3686 eV
E_LUMO: 0.84 eV

Each line ends with the natural charge from an NBO analysis.
Positions of all 13 atoms, in Å:
N  -1.8905  0.4226  -0.6041  -0.823
C  -0.6489  0.1180  -0.0556  0.245
C  0.5611  0.3391  -0.6535  0.047
O  0.6178  0.8068  -1.9605  -0.680
C  1.5985  -0.1432  0.1877  -0.327
C  0.9692  -0.6342  1.2961  -0.086
N  -0.3996  -0.4711  1.1434  -0.518
H  -1.7213  1.0275  -1.4047  0.399
H  -2.5536  0.8314  0.0419  0.375
H  0.5374  -0.2534  -1.9322  0.514
H  2.6629  -0.1240  -0.0065  0.232
H  1.3711  -1.0930  2.1825  0.211
H  -1.1040  -0.8263  1.7655  0.411

***

No. 5
A structure of composition C46H39IN6O7RbSb. Source: the Open Molecules 2025 dataset; level of theory: the ωB97M-V functional and the def2-TZVPD basis.

Output
Relative energy (zero: lowest compared OMol25 entry of this formula, charge and spin): 39.98 kJ/mol
Calculated total energy: -86902.999 eV
HOMO level: -1.7462 eV
Charge: -2
E_LUMO: 3.80 eV

Each line ends with the Löwdin charge.
Positions of all 101 atoms, in Å:
Rb  -0.4056  -1.1880  -0.0242  0.825
C  -0.5242  2.2544  3.4884  -0.033
C  0.5612  2.5070  2.4839  -0.295
C  1.7636  1.7996  2.5292  -0.021
C  2.7193  2.0686  1.5711  -0.079
C  2.4263  2.9612  0.5480  -0.144
C  1.1732  3.5555  0.5299  -0.477
N  0.2873  3.3782  1.5118  0.077
Sb  0.4868  4.7040  -1.1617  1.413
C  -1.5603  4.1444  -0.7963  -0.463
C  -2.5892  5.0724  -0.8383  -0.139
C  -3.8730  4.6457  -0.5229  -0.091
C  -4.0607  3.3340  -0.1395  -0.035
C  -2.9645  2.4660  -0.0942  -0.300
C  -3.1061  1.0734  0.4346  -0.033
N  -1.7479  2.8695  -0.4585  0.100
C  0.6897  3.1664  -2.6412  -0.472
C  1.1890  1.8890  -2.4388  -0.084
C  1.1092  0.9653  -3.4719  -0.041
C  0.5247  1.3657  -4.6633  -0.029
C  0.0631  2.6682  -4.7937  -0.354
C  -0.5901  3.1525  -6.0591  -0.053
N  0.1533  3.5597  -3.8013  0.042
H  -0.1219  1.8951  4.4350  0.077
H  -1.1629  1.4635  3.0857  0.053
H  -1.1115  3.1591  3.6380  0.076
H  1.9007  1.0254  3.2744  0.095
H  3.6729  1.5564  1.5872  0.092
H  3.1399  3.1486  -0.2463  0.092
H  -2.3899  6.1000  -1.1156  0.076
H  -4.7093  5.3350  -0.5575  0.095
H  -5.0380  2.9684  0.1493  0.105
H  -4.0414  0.9887  0.9932  0.082
H  -2.2847  0.8722  1.1279  0.045
H  -3.1251  0.2997  -0.3401  0.055
H  1.6092  1.5895  -1.4880  0.086
H  1.4584  -0.0497  -3.3089  0.088
H  0.4120  0.6574  -5.4749  0.107
H  -0.1072  4.0687  -6.4026  0.069
H  -1.6402  3.3862  -5.8758  0.074
H  -0.5330  2.4021  -6.8473  0.065
C  -4.9401  -2.8191  0.8312  -0.090
O  -5.0905  -3.5159  -0.3957  -0.115
C  -3.8757  -3.8962  -0.9507  -0.235
C  -3.5944  -5.2368  -1.0398  -0.049
C  -2.4035  -5.6929  -1.6195  -0.134
C  -1.5048  -4.7621  -2.1035  -0.079
C  -1.7765  -3.3936  -2.0428  -0.190
C  -0.9070  -2.3870  -2.6770  -0.227
N  0.3668  -2.2462  -2.6408  -0.053
N  1.0712  -3.2226  -1.9392  0.005
C  2.1177  -2.7330  -1.3064  -0.572
O  2.4590  -1.5240  -1.1492  -0.126
C  2.9478  -3.7906  -0.6069  -0.142
C  4.1346  -3.4191  0.0151  -0.049
C  4.8928  -4.3493  0.7132  -0.104
C  4.4680  -5.6681  0.8011  -0.123
C  3.2830  -6.0475  0.1812  -0.102
C  2.5296  -5.1170  -0.5191  -0.033
C  -2.9738  -2.8867  -1.4397  -0.390
O  -3.2028  -1.6356  -1.3129  -0.146
H  -5.9362  -2.5309  1.1665  0.081
H  -4.3309  -1.9243  0.6944  0.071
H  -4.4787  -3.4649  1.5887  0.090
H  -4.3232  -5.9343  -0.6383  0.102
H  -2.1882  -6.7534  -1.6698  0.075
H  -0.5666  -5.0757  -2.5423  0.092
H  -1.4320  -1.5799  -3.1881  0.107
H  4.4316  -2.3804  -0.0522  0.105
H  5.8098  -4.0407  1.2033  0.089
H  5.0490  -6.3934  1.3598  0.084
H  2.9352  -7.0712  0.2600  0.091
H  1.5917  -5.3877  -0.9854  0.100
O  0.3296  -0.4710  4.5486  -0.021
C  -0.6727  -0.6112  3.8199  -0.671
O  -0.8056  -0.2577  2.6208  -0.195
C  -1.8930  -1.2856  4.4519  -0.122
C  -1.7812  -1.8988  5.6928  -0.041
C  -2.8592  -2.5541  6.2935  0.002
C  -4.0431  -2.5497  5.5978  -0.222
O  -5.2676  -3.0813  5.9657  0.007
C  -6.0116  -3.0522  4.7502  -0.171
O  -5.4833  -2.0142  3.9511  0.007
C  -4.1656  -1.9190  4.3738  -0.198
C  -3.1125  -1.2879  3.7650  0.082
H  -0.8117  -1.8631  6.1717  0.109
H  -2.7700  -3.0479  7.2523  0.108
H  -7.0570  -2.8480  4.9717  0.131
H  -5.8855  -4.0130  4.2314  0.137
H  -3.1848  -0.8136  2.7957  0.116
I  0.2059  -4.4939  3.2554  0.884
C  1.6736  -2.9966  3.1202  -0.777
C  2.6306  -2.8852  4.1184  -0.136
C  3.5686  -1.8812  3.9763  -0.068
C  3.5092  -1.0488  2.8688  -0.068
C  2.5077  -1.2527  1.9370  -0.161
N  1.6036  -2.2272  2.0636  0.017
H  2.6251  -3.5524  4.9676  0.087
H  4.3370  -1.7474  4.7283  0.102
H  4.2337  -0.2586  2.7255  0.096
H  2.4234  -0.6588  1.0333  0.087

***

No. 6
The ion CH8N2P with charge +1. Source: the Open Molecules 2025 dataset; level of theory: the ωB97M-V functional and the def2-TZVPD basis.

Output
Relative energy (zero: lowest compared OMol25 entry of this formula, charge and spin): 60.20 kJ/mol
Calculated total energy: -13428.358 eV
HOMO level: -13.7973 eV
Structure (SMILES): NPC[NH3+]
Charge: +1
E_LUMO: -3.63 eV

Each line ends with the natural charge from an NBO analysis.
Positions of all 12 atoms, in Å:
N  -1.3361  0.7858  -0.6506  -1.160
P  -1.2399  -0.4316  0.6172  0.722
C  0.5714  -0.9226  0.1920  -0.513
N  1.2299  0.4049  0.3506  -0.728
H  -1.8870  0.6441  -1.4972  0.428
H  -1.4081  1.6883  -0.3146  0.394
H  -1.8541  -1.6360  0.1677  0.008
H  1.1656  -1.7563  0.7373  0.265
H  0.6839  -1.1046  -0.8138  0.222
H  2.2778  0.3781  0.1672  0.457
H  0.6269  1.0960  -0.2321  0.469
H  1.1698  0.8540  1.2765  0.435